{"formula": "C8H12NOP", "method": "ωB97M-V with the def2-TZVPD basis set", "symbols": ["C", "N", "P", "C", "C", "C", "C", "C", "C", "C", "O", "H", "H", "H", "H", "H", "H", "H", "H", "H", "H", "H", "H"], "coordinates": [[-2.657, -1.877, 1.344], [-2.239, -0.753, 0.445], [-3.130, 0.390, -0.163], [-1.858, 1.397, -0.912], [-0.769, 1.627, -0.237], [0.097, 1.839, 0.681], [1.430, 1.246, 0.630], [1.781, 0.199, -0.153], [3.196, -0.177, -0.242], [3.635, -1.074, -1.337], [4.037, 0.152, 0.602], [-2.746, -2.771, 0.841], [-1.817, -1.844, 1.974], [-3.515, -1.564, 1.818], [-3.777, 1.403, 0.473], [-4.094, 0.117, -1.112], [-1.925, 1.705, -1.883], [-0.075, 2.566, 1.458], [2.173, 1.752, 1.224], [1.074, -0.438, -0.595], [3.182, -0.682, -2.199], [3.254, -2.101, -1.200], [4.742, -1.113, -1.458]], "mulliken_charge": [-0.90, -0.28, 0.15, -0.69, -0.04, -0.26, 0.03, -0.51, 0.53, -1.17, -0.59, 0.27, 0.28, 0.36, 0.05, 0.05, 0.49, 0.40, 0.38, 0.49, 0.37, 0.29, 0.31], "e_tot_ha": -783.204485, "e_lumo_ev": -0.123, "smiles": "CN=[PH2]C=C=C/C=C/C(C)=O", "e_above_lowest_kj_mol": 401.3, "largest_force_ha_per_bohr": 0.079, "gap_ev": 8.34}

{"formula": "C8H12NOP", "method": "ωB97M-V with the def2-TZVPD basis set", "symbols": ["C", "C", "C", "C", "C", "C", "C", "C", "N", "O", "P", "H", "H", "H", "H", "H", "H", "H", "H", "H", "H", "H", "H"], "coordinates": [[-0.367, -0.618, 3.337], [-0.395, -0.749, 1.918], [0.241, 0.339, 4.079], [-0.091, 0.298, 1.118], [0.864, -0.845, -0.885], [0.431, 1.527, -0.973], [0.049, -1.171, -2.132], [-0.411, 1.099, -2.136], [0.477, 0.340, -0.133], [-0.017, -0.024, -2.961], [1.306, 1.574, 3.386], [-0.935, -1.431, 4.019], [-0.706, -1.759, 1.591], [0.054, 0.533, 5.065], [0.940, -1.673, -0.194], [1.928, -0.722, -1.123], [1.419, 1.868, -1.289], [0.052, 2.377, -0.291], [0.630, -1.948, -2.784], [-1.018, -1.591, -2.038], [-1.471, 1.063, -1.805], [-0.550, 1.899, -2.832], [-0.197, 1.380, 1.488]], "mulliken_charge": [-0.39, -0.39, -0.57, 0.09, -0.77, -0.56, -0.35, -0.63, 0.21, -0.34, -0.06, 0.16, 0.33, 0.45, 0.43, 0.29, 0.29, 0.34, 0.25, 0.26, 0.30, 0.45, 0.21], "e_tot_ha": -783.197001, "e_lumo_ev": [-0.279, -0.658], "e_above_lowest_kj_mol": 421.0, "largest_force_ha_per_bohr": 0.084, "gap_ev": [6.31, 6.56]}

{"formula": "C8H12NS", "method": "ωB97M-V with the def2-TZVPD basis set", "symbols": ["C", "C", "S", "C", "C", "C", "C", "C", "C", "N", "H", "H", "H", "H", "H", "H", "H", "H", "H", "H", "H", "H"], "coordinates": [[-0.836, 0.536, -2.194], [-1.167, 0.612, -0.666], [-2.223, -0.832, -0.021], [-0.621, -0.885, 0.995], [0.277, -2.005, 0.508], [1.486, -1.877, -0.040], [2.065, -0.572, -0.200], [1.342, 0.495, 0.109], [-0.094, 0.478, 0.478], [-0.543, 1.468, 1.555], [-0.246, -0.429, -2.361], [-0.162, 1.313, -2.402], [-1.728, 0.485, -2.652], [-1.782, 1.585, -0.356], [-0.702, -0.830, 2.141], [-0.079, -3.061, 0.607], [1.874, -2.749, -0.368], [3.119, -0.340, -0.485], [1.896, 1.478, -0.102], [-0.326, 2.433, 1.272], [0.033, 1.340, 2.421], [-1.582, 1.357, 1.764]], "mulliken_charge": [-1.33, -0.44, -0.07, -0.10, -0.71, -0.54, -0.28, -0.80, 1.14, -0.38, 0.27, 0.39, 0.50, 0.34, 0.42, 0.30, 0.53, 0.37, 0.22, 0.37, 0.38, 0.41], "e_tot_ha": -764.639885, "e_lumo_ev": -3.690, "smiles": "C[C@H]1S[C@H]2C=CC=C[C@]21[NH3+]", "e_above_lowest_kj_mol": 189.3, "largest_force_ha_per_bohr": 0.116, "gap_ev": 8.77, "total_charge": 1}

{"formula": "C8H12O10Rb3S", "method": "ωB97M-V with the def2-TZVPD basis set", "symbols": ["Rb", "Rb", "Rb", "S", "O", "O", "O", "O", "C", "C", "C", "O", "C", "O", "O", "H", "H", "H", "H", "H", "H", "C", "C", "C", "O", "C", "O", "O", "H", "H", "H", "H", "H", "H"], "coordinates": [[-2.232, -2.139, 17.951], [-4.970, 0.721, 17.483], [-7.234, -2.885, 17.843], [-4.713, -2.017, 20.355], [-3.226, -1.881, 20.365], [-5.091, -3.295, 19.692], [-5.204, -1.884, 21.710], [-5.348, -0.983, 19.456], [-2.798, -1.974, 24.057], [-2.560, -1.567, 25.479], [-2.252, -0.070, 25.720], [-3.423, 0.437, 26.359], [-4.196, -0.597, 26.774], [-5.140, -0.494, 27.483], [-3.770, -1.760, 26.225], [-2.966, -3.053, 24.035], [-1.976, -1.658, 23.414], [-3.717, -1.574, 23.622], [-1.747, -2.140, 25.927], [-1.996, 0.430, 24.790], [-1.448, 0.042, 26.447], [-2.349, -5.308, 19.311], [-2.582, -5.076, 20.810], [-3.917, -5.545, 21.363], [-3.589, -6.818, 21.925], [-2.273, -6.823, 22.226], [-1.753, -7.611, 22.941], [-1.642, -5.804, 21.584], [-3.142, -4.805, 18.757], [-2.234, -6.374, 19.111], [-1.387, -4.850, 19.049], [-2.445, -4.005, 20.963], [-4.718, -5.599, 20.638], [-4.243, -4.891, 22.176]], "mulliken_charge": [0.94, 1.00, 0.99, 0.93, -0.75, -0.70, -0.65, -0.73, -1.22, 0.49, -0.44, -0.36, 0.64, -0.52, -0.37, 0.25, 0.35, 0.33, 0.26, 0.28, 0.28, -1.38, 1.12, -0.21, -0.39, 0.55, -0.51, -0.44, 0.13, 0.34, 0.28, -0.01, 0.28, 0.22], "e_tot_ha": -1534.776348, "e_lumo_ev": -4.922, "largest_force_ha_per_bohr": 0.031, "gap_ev": 6.51, "total_charge": 1}

{"formula": "C8H12O2", "method": "ωB97M-V with the def2-TZVPD basis set", "symbols": ["C", "C", "C", "C", "C", "O", "C", "C", "H", "H", "H", "H", "H", "H", "H", "H", "C", "O", "H", "H", "H", "H"], "coordinates": [[2.102, -1.425, 1.610], [0.894, -0.513, 1.477], [0.337, -0.212, 0.244], [-0.797, 0.575, 0.142], [-1.410, 1.007, 1.321], [-2.592, 1.728, 1.271], [-0.852, 0.773, 2.557], [0.320, 0.033, 2.617], [2.605, -1.670, 0.669], [1.761, -2.382, 1.967], [2.767, -0.985, 2.347], [0.817, -0.549, -0.670], [-1.362, 0.725, -0.780], [-2.577, 2.342, 0.509], [-1.251, 1.228, 3.450], [0.820, -0.060, 3.568], [-0.586, 0.009, -3.557], [0.207, -0.777, -4.438], [-1.155, -0.657, -2.934], [-1.198, 0.718, -4.123], [0.034, 0.557, -2.830], [1.117, -0.466, -4.417]], "mulliken_charge": [-1.40, 0.24, -0.14, -0.39, 0.60, -0.56, -0.63, -0.36, 0.34, 0.31, 0.35, 0.29, 0.28, 0.31, 0.40, 0.35, -0.47, -0.52, 0.26, 0.30, 0.16, 0.31], "e_tot_ha": -462.485035, "e_lumo_ev": 0.688, "smiles": "Cc1ccc(O)cc1.CO", "e_above_lowest_kj_mol": 55.9, "largest_force_ha_per_bohr": 0.023, "gap_ev": 9.28}

{"formula": "C8H12O2Se", "method": "ωB97M-V with the def2-TZVPD basis set", "symbols": ["C", "Se", "C", "C", "C", "O", "C", "C", "C", "C", "O", "H", "H", "H", "H", "H", "H", "H", "H", "H", "H", "H", "H"], "coordinates": [[2.186, -1.046, 1.336], [0.610, -1.851, 0.549], [-0.375, -0.359, -0.445], [0.149, -0.243, -1.831], [1.705, -0.032, -2.017], [-0.533, -0.287, -2.837], [-1.864, -0.528, -0.306], [-2.158, 0.108, 1.118], [-1.374, 1.469, 1.093], [-0.055, 1.205, 0.378], [0.955, 1.805, 0.332], [1.893, 0.012, 1.314], [2.259, -1.337, 2.395], [3.053, -1.175, 0.721], [2.061, 0.617, -1.152], [1.995, 0.399, -3.033], [2.290, -0.947, -1.847], [-2.161, -1.595, -0.393], [-2.299, 0.068, -1.073], [-1.820, -0.625, 1.893], [-3.328, 0.158, 1.346], [-1.317, 2.018, 2.078], [-1.873, 2.166, 0.381]], "mulliken_charge": [-0.72, 0.20, 0.41, 0.36, -0.98, -0.58, -0.96, -0.55, -0.69, 0.32, -0.50, 0.18, 0.36, 0.28, 0.26, 0.30, 0.28, 0.41, 0.38, 0.29, 0.35, 0.36, 0.26], "e_tot_ha": -2863.890326, "e_lumo_ev": 0.405, "smiles": "C[Se][C@@]1(C(C)=O)CCCC1=O", "e_above_lowest_kj_mol": 0.0, "largest_force_ha_per_bohr": 0.074, "gap_ev": 9.01}

{"formula": "C8H13BF3N2O4", "method": "ωB97M-V with the def2-TZVPD basis set", "symbols": ["C", "B", "O", "N", "O", "C", "N", "C", "C", "O", "C", "C", "C", "O", "C", "F", "F", "F", "H", "H", "H", "H", "H", "H", "H", "H", "H", "H", "H", "H", "H"], "coordinates": [[2.545, -0.770, 0.882], [1.673, -0.040, -0.308], [2.246, -0.148, -1.643], [0.362, 0.720, -0.058], [0.317, 1.384, 1.144], [1.337, 2.366, 1.254], [2.369, 3.004, 1.152], [0.193, 1.646, -1.270], [-1.129, 2.576, -1.116], [-2.267, 1.648, -1.265], [-2.210, 0.765, -0.121], [-0.870, -0.179, -0.091], [-1.027, -1.096, 1.240], [-1.765, -2.329, 1.006], [-1.058, -3.220, 0.160], [-1.414, -4.546, 0.592], [0.356, -3.146, 0.256], [-1.464, -3.158, -1.213], [3.646, -0.418, 0.892], [2.094, -0.587, 1.930], [2.593, -1.899, 0.619], [2.607, -1.065, -1.668], [1.144, 2.226, -1.527], [-0.035, 0.952, -2.171], [-1.144, 3.144, -0.123], [-1.162, 3.285, -2.030], [-3.104, 0.027, -0.102], [-2.295, 1.361, 0.871], [-0.813, -0.775, -1.065], [-1.688, -0.474, 1.963], [-0.035, -1.252, 1.808]], "mulliken_charge": [-0.90, 0.78, -0.57, 0.20, -0.28, 0.42, -0.36, -0.52, -0.48, -0.38, -0.80, 0.03, -0.58, -0.32, 0.76, -0.24, -0.21, -0.23, 0.32, 0.28, 0.32, 0.35, 0.48, 0.40, 0.27, 0.35, 0.36, 0.38, 0.49, 0.37, 0.31], "e_tot_ha": -1047.151236, "e_lumo_ev": -4.554, "smiles": "CB(O)[N@@+]1(OC#N)CCOC[C@@H]1COC(F)(F)F", "e_above_lowest_kj_mol": 368.7, "largest_force_ha_per_bohr": 0.129, "gap_ev": 10.04, "total_charge": 1}

{"formula": "C8H13BNS", "method": "ωB97M-V with the def2-TZVPD basis set", "symbols": ["B", "C", "C", "C", "C", "C", "C", "C", "C", "N", "S", "H", "H", "H", "H", "H", "H", "H", "H", "H", "H", "H", "H", "H"], "coordinates": [[1.485, -0.083, -0.238], [2.641, -0.182, 0.723], [2.934, -0.110, -0.792], [-2.207, -1.441, -0.707], [-0.747, 1.188, -0.367], [-1.403, 1.887, 0.808], [-0.731, -1.365, -0.331], [-2.255, 1.215, -0.307], [-0.053, -0.099, -0.062], [-0.528, -0.952, 1.041], [-3.316, -0.196, 0.096], [3.199, 0.677, 1.112], [3.112, -1.103, 1.097], [3.188, -1.010, -1.369], [3.382, 0.746, -1.400], [-2.331, -1.262, -1.779], [-2.566, -2.385, -0.387], [-0.228, 1.640, -1.235], [-1.468, 2.911, 0.813], [-0.156, -2.184, -0.674], [-2.746, 2.041, -0.860], [-1.224, -0.639, 1.885], [-1.309, 1.400, 1.778], [0.242, -1.531, 1.452]], "mulliken_charge": [0.14, -0.63, -0.36, -1.01, -0.40, -0.94, -0.14, -0.29, 0.38, -0.26, -0.15, 0.28, 0.25, 0.25, 0.27, 0.36, 0.49, 0.49, 0.41, 0.62, 0.45, 0.36, 0.08, 0.36], "multiplicity": 3, "s2": 2.005, "e_tot_ha": -789.893505, "e_lumo_ev": [-2.968, -7.068], "largest_force_ha_per_bohr": 0.096, "gap_ev": [7.15, 5.40], "total_charge": 1}

{"formula": "C8H13BrN2O2", "method": "ωB97M-V with the def2-TZVPD basis set", "symbols": ["C", "C", "C", "C", "C", "C", "C", "C", "N", "N", "O", "O", "Br", "H", "H", "H", "H", "H", "H", "H", "H", "H", "H", "H", "H", "H"], "coordinates": [[-1.904, -0.928, 0.532], [-2.364, 0.172, -0.046], [-1.696, 1.203, -0.740], [-0.476, -1.207, 0.772], [-0.166, 1.400, -0.392], [0.475, 0.115, -0.565], [0.039, 1.836, 1.064], [2.803, -0.811, -0.719], [1.769, 0.134, -0.295], [-0.038, -2.449, 0.208], [1.074, -2.894, 0.546], [-0.647, -2.955, -0.717], [-4.290, 0.421, -0.082], [-2.733, -1.453, 1.111], [-1.765, 0.990, -1.849], [-2.092, 2.261, -0.369], [-0.099, -0.915, 1.749], [0.212, 2.102, -1.153], [0.219, -0.527, -1.489], [-0.446, 1.128, 1.665], [-0.393, 2.793, 1.311], [1.073, 1.953, 1.370], [2.827, -1.066, -1.714], [3.726, -0.335, -0.630], [2.852, -1.714, -0.029], [2.042, 0.746, 0.458]], "mulliken_charge": [-0.46, 0.30, -0.62, -0.53, 0.25, -0.70, -1.60, -1.00, 0.09, 1.05, -0.68, -0.63, -0.18, 0.26, 0.35, 0.35, 0.55, 0.28, 0.43, 0.37, 0.42, 0.49, 0.37, 0.44, 0.29, 0.12], "e_tot_ha": -3146.437210, "e_lumo_ev": 0.254, "e_above_lowest_kj_mol": 304.8, "largest_force_ha_per_bohr": 0.094, "gap_ev": 8.66}

{"formula": "C8H13ClN2Si", "method": "ωB97M-V with the def2-TZVPD basis set", "symbols": ["C", "C", "C", "C", "C", "C", "C", "C", "N", "N", "Si", "Cl", "H", "H", "H", "H", "H", "H", "H", "H", "H", "H", "H", "H", "H"], "coordinates": [[1.109, -2.650, -2.289], [1.765, -1.648, -1.601], [-0.245, -2.906, -2.123], [1.107, -0.881, -0.698], [-0.855, -2.207, -1.090], [-0.217, -1.128, -0.434], [0.145, -0.314, 3.168], [-0.373, 2.363, -1.106], [-1.084, -0.514, 2.342], [-0.272, 2.162, 0.362], [-1.241, -0.060, 0.738], [-3.145, 0.109, 0.183], [1.541, -3.110, -3.070], [2.690, -1.443, -2.029], [-0.908, -3.533, -2.705], [1.733, -0.085, -0.276], [-1.890, -2.345, -0.766], [1.013, -0.412, 2.548], [0.429, 0.669, 3.627], [0.170, -1.051, 4.030], [-1.420, 2.684, -1.477], [0.419, 3.067, -1.291], [-0.101, 1.432, -1.668], [-1.919, -0.687, 2.844], [-0.867, 2.816, 0.881]], "mulliken_charge": [-0.44, -0.60, -0.70, 0.08, -0.38, 0.24, -0.72, -0.71, -0.10, -0.59, 0.35, -0.29, 0.44, 0.37, 0.37, 0.38, 0.29, 0.20, 0.29, 0.30, 0.21, 0.33, 0.23, 0.22, 0.19], "e_tot_ha": -1171.822183, "e_lumo_ev": 0.637, "largest_force_ha_per_bohr": 0.089, "gap_ev": 8.52}